Record 1
Molecular formula: C13H16Cl2N2Pt
Method: DFT, ωB97M-V/def2-TZVPD

```
! RIJCOSX wB97M-V def2-TZVPD def2/J DEFGRID3
* xyz 0 5
Pt -0.43 2.81 -0.24
Cl -2.09 3.58 -1.51
Cl 1.76 1.54 0.34
C 1.32 -1.32 -0.90
H 2.01 -0.39 -0.94
H 0.92 -1.16 0.13
C -0.87 0.72 -0.93
C 0.72 -1.66 -2.01
H -1.02 -0.34 -0.36
C 1.09 -0.96 -3.24
H -0.39 -2.00 -1.93
C 0.94 0.69 -3.32
H 2.13 -1.17 -3.37
H 0.51 -1.35 -4.08
C -0.51 1.03 -3.47
H 1.44 1.13 -2.42
H 1.52 1.04 -4.24
C -1.40 0.38 -2.27
H -0.68 2.10 -3.61
H -0.86 0.51 -4.38
H -2.33 0.92 -2.27
H -1.54 -0.65 -2.60
N -0.25 0.43 7.33
C -0.21 0.05 6.21
C -0.19 -0.35 4.81
C 0.81 -1.12 4.23
C 0.84 -1.26 2.86
N -0.09 -0.75 2.07
C -1.16 -0.12 2.59
C -1.21 0.13 3.99
H 1.60 -1.58 4.87
H 1.63 -1.81 2.36
H -1.95 0.20 1.94
H -2.06 0.74 4.38
*
```

Computed properties:
⟨S²⟩ = 6.019
orbital gap (alpha / beta) = 6.60 / 4.75 eV
HOMO level (alpha / beta) = -7.6 / -9.1 eV

Record 2
Molecular formula: C34H61MgO13
Method: DFT, ωB97M-V/def2-TZVPD

```
! RIJCOSX wB97M-V def2-TZVPD def2/J DEFGRID3
* xyz 1 1
Mg -4.27 -2.76 2.53
C 1.95 -1.06 1.16
C 0.66 -0.33 1.49
O -0.55 -0.97 1.52
H 1.95 -1.35 0.11
H 2.13 -1.91 1.82
H 2.83 -0.43 1.15
H 0.64 0.51 0.78
H 0.76 0.04 2.51
C 5.63 -4.35 -5.30
C 4.92 -3.29 -4.54
C 3.43 -3.50 -4.82
O 3.48 -4.05 -6.10
C 4.79 -4.22 -6.55
H 5.53 -5.34 -4.87
H 6.70 -4.17 -5.45
H 5.20 -2.29 -4.88
H 5.11 -3.40 -3.47
H 2.82 -2.60 -4.79
H 2.99 -4.18 -4.09
H 5.22 -3.38 -7.09
H 5.00 -5.06 -7.21
C -1.62 7.54 -1.14
C -1.26 8.85 -1.76
C 0.09 8.61 -2.42
O 0.70 7.55 -1.61
C -0.31 6.73 -1.04
H -2.40 7.02 -1.69
H -1.99 7.68 -0.12
H -1.19 9.69 -1.06
H -2.07 9.15 -2.43
H 0.82 9.42 -2.38
H 0.09 8.23 -3.44
H -0.02 6.47 -0.02
H -0.44 5.89 -1.71
C 7.79 3.80 0.59
C 8.38 2.55 1.22
C 7.60 2.44 2.53
O 6.42 3.27 2.43
C 6.33 3.71 1.09
H 7.79 3.79 -0.50
H 8.33 4.66 0.96
H 9.46 2.63 1.38
H 8.19 1.71 0.57
H 8.24 2.62 3.40
H 7.30 1.41 2.65
H 5.87 4.70 1.15
H 5.67 3.10 0.46
C -4.75 1.87 -4.97
C -5.24 1.93 -6.40
C -4.36 0.86 -7.16
O -3.28 0.65 -6.24
C -3.21 1.60 -5.19
H -5.21 1.00 -4.49
H -4.90 2.85 -4.53
H -5.13 2.94 -6.81
H -6.32 1.78 -6.47
H -4.04 1.37 -8.08
H -4.96 -0.02 -7.39
H -2.63 2.47 -5.49
H -2.70 1.27 -4.29
O 4.25 -0.48 7.51
C 3.23 0.05 7.95
O 2.35 -0.58 8.77
C 1.13 0.15 8.96
C 1.24 1.36 8.10
C 2.67 1.40 7.59
H 1.00 0.40 10.01
H 0.21 -0.34 8.64
H 0.95 2.21 8.73
H 0.61 1.26 7.22
H 3.27 2.13 8.13
H 2.75 1.48 6.51
O -1.47 -5.82 4.77
C -0.43 -6.24 5.31
O -0.16 -7.56 5.42
C 0.99 -7.88 6.13
C 1.68 -6.49 6.16
C 0.59 -5.43 6.06
H 1.72 -8.53 5.65
H 0.67 -8.18 7.13
H 2.40 -6.43 5.34
H 2.26 -6.35 7.08
H 0.84 -4.50 5.56
H 0.20 -5.13 7.03
O -6.84 0.62 0.67
C -7.37 1.76 0.85
O -8.65 1.97 0.62
C -9.09 3.32 0.96
C -8.01 3.76 1.93
C -6.80 2.99 1.43
H -10.08 3.29 1.44
H -9.20 3.97 0.10
H -8.23 3.44 2.94
H -7.92 4.84 1.82
H -6.05 2.76 2.18
H -6.34 3.56 0.63
O -3.80 -5.22 -1.60
C -3.31 -5.64 -2.68
O -2.90 -6.98 -2.86
C -2.50 -7.24 -4.20
C -3.15 -6.11 -5.00
C -3.16 -4.97 -4.01
H -2.99 -8.11 -4.63
H -1.42 -7.21 -4.37
H -4.17 -6.46 -5.17
H -2.73 -5.94 -5.99
H -3.97 -4.27 -4.21
H -2.25 -4.37 -4.09
*
```

Computed properties:
orbital gap = 3.04 eV
HOMO level = -10.8 eV

Calculated total energy list, top to bottom, in Ha: -1653.8187; -2509.7209
Relative energy (zero: lowest compared OMol25 entry of this formula, charge and spin) list, top to bottom, in kcal/mol: 52.4; 255.0